Entry 1:
ORCA calculation (ωB97M-V/def2-TZVPD) on C2H8N4O as an isolated structure in a non-equilibrium geometry.

```
15
C2H8N4O, DFT ωB97M-V/def2-TZVPD
C -2.1972 -0.0829 0.3222
C 0.1242 -0.8290 -0.1588
H -3.0751 1.0894 0.2314
H -2.2891 -0.7626 1.3156
H -2.7956 -0.9805 -0.6062
H 0.1126 2.4576 -0.1358
H 0.4053 0.8276 -1.4693
H 1.9715 -1.3500 -0.6926
H 3.3293 0.5342 0.4010
H 2.1448 -0.4700 1.4788
N -0.6488 0.3361 0.3087
N -0.3452 1.4339 -0.6937
N 1.4877 -0.5868 -0.6018
N 2.2081 0.2495 0.5665
O -0.4325 -1.8667 -0.2661
```

Properties
- E_HOMO (eV) = -8.9
- calculated total energy (Eh) = -374.963607
- strongest force on any atom (eV Å⁻¹) = 8.301
- relative energy (zero: lowest compared OMol25 entry of this formula, charge and spin) (kJ/mol) = 900.5
- LUMO energy (Eh) = 0.021

Mulliken atomic charge list, values in e, 6 entries: C -0.60; C 0.29; H 0.26; H 0.25; H 0.20; H 0.27


Entry 2:
ORCA calculation (ωB97M-V/def2-TZVPD) on a 8-piece molecular cluster, C38H79F4NO11 overall in a non-equilibrium geometry.

```
133
C38H79F4NO11, DFT ωB97M-V/def2-TZVPD
O 3.6258 3.2039 -2.7238
C 3.7888 2.2478 -1.9477
O 3.4979 0.8580 -2.2224
C 3.9596 0.0097 -1.1101
C 5.1713 -0.7953 -1.7814
C 4.7100 -2.0378 -2.6934
O 3.3125 -2.0385 -3.0498
C 5.0457 -3.4652 -2.0330
F 4.8557 -4.4857 -3.0210
F 4.1776 -3.7527 -0.9457
F 6.3920 -3.5686 -1.6006
C 4.2604 0.9974 0.1150
C 5.6389 0.8272 0.9504
C 6.1147 2.2954 1.4792
F 6.8915 2.0781 2.6896
C 3.1581 0.8833 1.3084
C 1.7086 1.4330 0.8628
C 0.6020 0.2968 0.6069
C 0.1672 0.0847 -0.9206
C -0.0657 1.4253 -1.7694
C -0.8156 2.6115 -0.9923
C -2.2094 3.0749 -1.6930
C -3.3684 2.1909 -0.9483
C -4.0140 2.9361 0.3177
C -4.3890 1.9364 1.5424
C -3.0751 1.2975 2.2215
C -3.2737 -0.1887 2.8089
N -3.3190 -1.2679 1.7776
C -3.7712 -1.2201 0.4080
C -3.5844 -2.6267 -0.2093
C -3.0196 -3.5204 0.9463
C -2.8757 -2.5898 2.1706
O 4.3488 2.2412 -0.6171
H 3.0037 -0.5396 -0.8135
H 5.7365 -0.0564 -2.4681
H 5.8707 -1.1980 -0.9704
H 5.3052 -1.9873 -3.6854
H 2.7490 -2.1561 -2.2420
H 6.4864 0.3777 0.3307
H 5.3905 0.2348 1.8994
H 5.2232 2.9831 1.6630
H 6.7915 2.7150 0.6475
H 3.1453 -0.1486 1.8012
H 3.5399 1.6132 2.1244
H 1.8702 2.1636 0.0018
H 1.3247 2.0669 1.7535
H 1.0788 -0.7040 0.9518
H -0.2755 0.4673 1.3332
H -0.7832 -0.5769 -0.9092
H 0.9618 -0.5487 -1.4729
H -0.6591 1.1533 -2.7149
H 0.9691 1.7764 -2.1404
H -0.1388 3.5427 -1.0157
H -1.0514 2.4055 0.1050
H -2.4125 4.1787 -1.4476
H -2.2235 2.9181 -2.8227
H -2.8337 1.2034 -0.6631
H -4.1843 1.9357 -1.7258
H -3.3253 3.7957 0.6513
H -5.0006 3.4166 -0.0157
H -5.1407 1.1286 1.2541
H -4.8662 2.6193 2.3472
H -2.6256 1.9329 3.0637
H -2.2796 1.2270 1.3985
H -4.2108 -0.2789 3.4741
H -2.3494 -0.4175 3.4670
H -4.1990 -0.3415 -0.1682
H -3.8105 -2.9475 -1.2743
H -2.7820 -4.6394 0.8818
H -2.5035 -2.8978 3.1985
C -8.6195 5.4457 -1.7089
C -7.4569 4.4974 -1.9263
O -7.4053 3.5357 -0.8802
H -8.5222 5.9574 -0.7478
H -8.6672 6.1940 -2.5038
H -9.5662 4.8978 -1.6843
H -6.5120 5.0454 -1.9285
H -7.5543 3.9727 -2.8822
H -8.2412 3.0479 -0.8895
C -3.1312 3.3166 7.0781
C -3.5214 2.6315 5.7835
O -2.5835 1.6092 5.4661
H -2.1320 3.7519 6.9954
H -3.8410 4.1081 7.3303
H -3.0988 2.5976 7.9020
H -3.5315 3.3485 4.9596
H -4.5169 2.1831 5.8635
H -2.5871 0.9747 6.1952
C 4.5126 -8.2969 -3.7210
C 5.6594 -8.7084 -2.8194
O 6.8152 -7.9315 -3.1090
H 4.7850 -8.4270 -4.7717
H 3.6191 -8.8903 -3.5121
H 4.2725 -7.2385 -3.5826
H 5.9108 -9.7595 -2.9759
H 5.3974 -8.5692 -1.7656
H 6.5879 -7.0038 -2.9594
C 0.8456 -5.3895 2.8441
C -0.3494 -5.9168 3.6133
O -1.2523 -6.5711 2.7306
H 0.5234 -4.6902 2.0678
H 1.5450 -4.8790 3.5108
H 1.3720 -6.2054 2.3400
H -0.8847 -5.0969 4.0970
H -0.0352 -6.6269 4.3850
H -0.7752 -7.3004 2.3130
C 6.4266 -4.0482 -7.4568
C 7.3613 -3.4992 -6.3975
O 6.6319 -3.1734 -5.2197
H 5.6505 -3.3176 -7.6992
H 6.9738 -4.2974 -8.3691
H 5.9173 -4.9465 -7.0956
H 7.8512 -2.5907 -6.7537
H 8.1342 -4.2306 -6.1414
H 6.2082 -3.9847 -4.9065
C -9.9151 1.7575 2.8961
C -10.4766 1.7929 1.4887
O -9.5601 1.1958 0.5788
H -8.9597 2.2868 2.9410
H -10.6076 2.2185 3.6046
H -9.7241 0.7272 3.2107
H -10.6454 2.8239 1.1704
H -11.4281 1.2543 1.4339
H -9.4222 0.2818 0.8610
C 4.8547 6.2720 0.2854
C 3.6659 5.7642 1.0771
O 2.7526 5.0967 0.2168
H 4.5271 6.9570 -0.5007
H 5.5629 6.7927 0.9348
H 5.3727 5.4443 -0.2083
H 3.1386 6.5950 1.5506
H 3.9862 5.0675 1.8595
H 3.2249 4.3567 -0.1921
```

Properties
- E_HOMO (eV) = -7.6
- calculated total energy (Eh) = -2776.838407
- SMILES string = O=C1O[C@@H](C[C@H](O)C(F)(F)F)[C@](CCF)(CCCCCCCCCCCCn2cccc2)O1.CCO.CCO.CCO.CCO.CCO.CCO.CCO
- strongest force on any atom (eV Å⁻¹) = 5.574
- LUMO energy (Eh) = 0.012

Mulliken atomic charge list, values in e, 6 entries: O -0.58; C 0.45; O -0.30; C 0.45; C -1.18; C 0.05


Entry 3:
ORCA calculation (ωB97M-V/def2-TZVPD) on a 7-piece molecular cluster, C36H66ClN12 overall in a non-equilibrium geometry.

```
115
C36H66ClN12, DFT ωB97M-V/def2-TZVPD
C -1.1325 -22.7394 -10.7997
C -2.5610 -23.0469 -10.8815
N -2.7717 -24.4293 -10.2981
C -2.1916 -25.6094 -10.7219
C -2.5565 -26.5588 -9.7673
N -3.3418 -25.9438 -8.8756
C -3.4640 -24.6217 -9.1973
C -3.8844 -26.5783 -7.6703
H -0.5206 -23.3840 -11.3907
H -0.7744 -22.7906 -9.7842
H -0.9608 -21.7571 -11.2252
H -2.9330 -23.1591 -11.8523
H -3.2508 -22.3418 -10.3152
H -1.7007 -25.7536 -11.6751
H -2.3646 -27.6189 -9.7409
H -4.0206 -23.8355 -8.7199
H -4.7279 -26.0241 -7.2656
H -3.0366 -26.6750 -6.9353
H -4.2038 -27.6137 -7.9576
C 3.2441 -16.0186 -3.2958
C 3.2215 -17.2911 -4.1271
N 3.0791 -17.0010 -5.5814
C 3.8787 -16.0897 -6.3043
C 3.5016 -16.0640 -7.5774
N 2.3662 -16.8901 -7.6370
C 2.1727 -17.4469 -6.4541
C 1.5665 -17.1322 -8.7730
H 3.2953 -16.2874 -2.2481
H 2.3017 -15.5511 -3.5322
H 4.1221 -15.3945 -3.5181
H 2.4067 -17.9679 -3.9703
H 4.1648 -17.8655 -4.0574
H 4.7623 -15.5823 -5.8743
H 3.8431 -15.6538 -8.5073
H 1.3788 -18.0632 -6.0854
H 1.8417 -16.5043 -9.6620
H 0.5406 -16.8448 -8.5103
H 1.6930 -18.1793 -9.0728
C -2.7948 -17.6882 -1.7697
C -3.5753 -17.2262 -2.9819
N -3.0224 -15.9927 -3.5683
C -2.2896 -15.9403 -4.7284
C -2.0973 -14.5890 -4.9047
N -2.6412 -13.9428 -3.8399
C -3.2801 -14.8406 -3.0704
C -2.7141 -12.4783 -3.7110
H -3.4362 -18.3829 -1.1868
H -2.4970 -16.8054 -1.1814
H -1.8964 -18.2096 -2.1110
H -4.6045 -16.9896 -2.6540
H -3.5372 -17.9245 -3.7482
H -2.0499 -16.8465 -5.2551
H -1.7626 -13.9522 -5.7073
H -3.6476 -14.6851 -2.0502
H -3.8004 -12.2432 -3.6908
H -2.2004 -12.1034 -4.6023
H -2.3141 -12.1391 -2.7184
C 10.5470 -28.2548 -12.4497
C 10.0534 -27.7161 -11.1283
N 8.8470 -26.8670 -11.2006
C 7.5608 -27.3143 -11.5748
C 6.8199 -26.2313 -11.6439
N 7.6029 -25.1257 -11.2466
C 8.8406 -25.5848 -11.0786
C 7.3252 -23.6749 -11.1354
H 9.7659 -28.8707 -12.9264
H 11.4975 -28.7811 -12.4489
H 10.7468 -27.4512 -13.1353
H 10.7616 -27.1363 -10.5319
H 9.7571 -28.5090 -10.4082
H 7.3056 -28.3735 -11.6899
H 5.8017 -26.1611 -11.9630
H 9.6349 -24.9728 -10.7327
H 7.8576 -23.1748 -10.3079
H 6.2779 -23.5120 -10.9539
H 7.5709 -23.2825 -12.0636
C -7.6810 -19.0102 -11.8615
C -8.2573 -18.1140 -10.7217
N -7.8134 -18.7727 -9.4908
C -6.6400 -18.6685 -8.7524
C -6.7690 -19.5157 -7.7503
N -7.9281 -20.2084 -7.8360
C -8.5373 -19.7732 -8.8997
C -8.3284 -21.2424 -6.8549
H -8.2221 -19.9315 -11.8768
H -6.6311 -19.1342 -11.7307
H -7.7693 -18.4918 -12.8895
H -9.3072 -17.8678 -10.7103
H -7.7703 -17.1386 -10.5946
H -5.7808 -18.2263 -9.1717
H -6.0875 -19.5159 -6.9065
H -9.5337 -20.0509 -9.1437
H -8.5601 -20.6522 -5.9756
H -7.5208 -21.9623 -6.7714
H -9.2405 -21.7516 -7.1271
C 3.9424 -27.1277 -3.9079
C 3.3694 -27.4459 -2.5144
N 2.6514 -26.3584 -1.9104
C 2.3211 -26.3614 -0.5629
C 1.5589 -25.2055 -0.3952
N 1.3566 -24.6353 -1.5872
C 2.0606 -25.3585 -2.4774
C 0.5103 -23.5437 -1.9744
H 3.1157 -27.0693 -4.6301
H 4.5143 -27.9765 -4.2206
H 4.5920 -26.2402 -3.9735
H 4.1947 -27.7492 -1.8993
H 2.6320 -28.2422 -2.6068
H 2.8239 -27.0113 0.1818
H 1.2789 -24.8560 0.5617
H 2.1990 -25.0900 -3.5093
H 0.7091 -22.6457 -1.4547
H -0.5574 -23.6372 -1.8093
H 0.6455 -23.3859 -3.0226
Cl -2.2442 -18.9702 -6.5639
```

Properties
- net charge = +5
- E_HOMO (eV) = -16.2
- calculated total energy (Eh) = -2526.956274
- strongest force on any atom (eV Å⁻¹) = 3.535
- relative energy (zero: lowest compared OMol25 entry of this formula, charge and spin) (kJ/mol) = 229.5
- LUMO energy (Eh) = -0.308

Mulliken atomic charge list, values in e, 6 entries: C -1.18; C -0.40; N 0.11; C -0.39; C -0.33; N 0.09